Density functional theory data (ωB97M-V with the def2-TZVPD basis set) for a cluster of 10 separate species, C30H86N10O12 in total at a distorted geometry.

```
138
C30H86N10O12 ωB97M-V with the def2-TZVPD basis set
C 1.645 -0.388 -0.568
O 1.348 -1.552 -0.786
N 2.283 0.486 -1.401
N 1.235 0.229 0.527
H 2.657 1.292 -0.884
H 2.949 0.011 -1.974
H 0.983 1.192 0.335
H 0.567 -0.320 1.068
C 3.675 -3.883 1.173
O 4.782 -4.361 1.293
N 2.890 -4.080 0.074
N 3.249 -3.032 2.193
H 2.212 -3.379 -0.283
H 3.310 -4.686 -0.599
H 3.700 -3.034 3.093
H 2.231 -3.074 2.320
C -0.866 1.770 2.166
C -1.152 2.631 3.383
O -2.358 3.480 3.266
O -0.667 2.408 0.945
H -1.684 1.083 2.028
H 0.061 1.200 2.298
H -0.285 3.307 3.732
H -1.264 1.925 4.222
H -2.108 4.391 3.452
H -1.578 2.667 0.601
C 3.486 3.565 1.127
C 2.319 3.595 2.184
O 1.254 4.348 1.653
O 3.027 3.150 -0.123
H 4.316 2.919 1.412
H 3.902 4.583 1.091
H 2.670 4.032 3.157
H 2.046 2.530 2.314
H 0.648 3.782 1.140
H 2.462 3.849 -0.614
C -1.125 2.362 -2.533
C -2.088 1.446 -1.778
C -3.426 2.219 -1.437
O -3.101 2.845 -0.166
C -3.766 4.099 0.151
N -2.130 0.086 -2.370
H -1.203 2.301 -3.639
H -0.123 2.083 -2.231
H -1.281 3.346 -2.120
H -1.651 1.354 -0.795
H -4.378 1.648 -1.385
H -3.560 3.025 -2.183
H -3.683 4.250 1.242
H -4.749 4.146 -0.230
H -3.193 4.891 -0.298
H -2.523 0.310 -3.322
H -2.648 -0.563 -1.846
C 3.428 6.008 -2.026
C 2.180 5.294 -2.697
C 2.630 4.082 -3.509
O 1.548 3.430 -4.092
C 1.945 2.381 -4.928
N 1.373 4.701 -1.597
H 3.975 5.258 -1.493
H 2.992 6.721 -1.287
H 4.020 6.551 -2.786
H 1.685 5.953 -3.484
H 3.204 3.489 -2.805
H 3.313 4.478 -4.337
H 1.052 1.902 -5.368
H 2.453 1.565 -4.382
H 2.572 2.711 -5.800
H 0.848 5.419 -1.070
H 0.746 3.995 -1.959
C -0.379 -4.266 -0.828
C -1.760 -3.629 -0.983
C -2.135 -3.577 -2.427
O -3.511 -3.212 -2.544
C -4.187 -3.332 -3.816
N -2.779 -4.329 -0.242
H -0.180 -4.286 0.200
H 0.394 -3.663 -1.313
H -0.348 -5.295 -1.246
H -1.680 -2.548 -0.706
H -2.037 -4.681 -2.785
H -1.455 -2.875 -2.916
H -3.542 -2.803 -4.569
H -5.161 -2.889 -3.817
H -4.310 -4.366 -4.183
H -3.747 -4.092 -0.471
H -2.562 -4.242 0.710
C 5.198 -2.735 -2.895
C 6.439 -2.273 -2.214
C 6.066 -1.149 -1.227
O 5.497 -0.010 -1.887
C 5.402 1.204 -1.082
N 7.071 -3.400 -1.549
H 4.815 -1.972 -3.615
H 4.439 -2.967 -2.126
H 5.379 -3.660 -3.479
H 7.244 -1.962 -3.000
H 6.960 -0.829 -0.771
H 5.386 -1.440 -0.407
H 4.841 1.022 -0.155
H 4.904 1.871 -1.758
H 6.436 1.589 -0.784
H 7.790 -3.103 -0.970
H 6.403 -3.832 -0.896
C -4.441 -0.799 0.922
C -5.554 -0.025 1.618
C -5.428 0.058 3.102
O -6.386 0.851 3.763
C -7.717 0.405 3.670
N -5.680 1.342 1.120
H -4.620 -0.849 -0.192
H -4.437 -1.830 1.415
H -3.489 -0.259 1.111
H -6.556 -0.520 1.503
H -4.488 0.574 3.450
H -5.379 -0.989 3.653
H -8.229 0.972 2.901
H -8.288 0.564 4.662
H -7.796 -0.674 3.442
H -4.776 1.750 0.893
H -6.081 1.952 1.846
C -2.255 -2.268 3.955
C -0.820 -2.412 3.391
C -0.501 -3.901 3.679
O 0.727 -4.340 3.250
C 0.942 -5.738 3.019
N -0.752 -2.095 1.986
H -2.961 -2.750 3.298
H -2.431 -1.200 4.089
H -2.201 -2.792 4.934
H -0.257 -1.719 4.084
H -1.308 -4.564 3.256
H -0.586 -4.078 4.752
H 1.831 -5.792 2.341
H 0.123 -6.070 2.445
H 1.063 -6.366 3.882
H -1.544 -2.644 1.469
H 0.098 -2.484 1.582
```

Calculated values
**ΔE to the lowest compared entry with this formula, charge and spin**: 6.466 eV
**Structure (SMILES)**: COC[C@H](C)N.COC[C@H](C)N.COC[C@H](C)N.COC[C@H](C)N.COC[C@H](C)N.COC[C@H](C)N.NC(N)=O.NC(N)=O.OCCO.OCCO
**E_HOMO**: -8.968 eV
**LUMO**: 0.47 eV
**M**: 779.08 Da